(1)
Density functional theory data (ωB97M-V with the def2-TZVPD basis set) for a molecular structure, CHF3NO2S in a non-equilibrium geometry.

Atoms and positions in Å:
C: 1.125 0.624 -1.058
N: -1.052 -1.074 0.625
O: 1.022 -0.203 1.314
O: -2.154 -0.542 1.906
F: 0.369 1.825 -0.958
F: 2.489 1.241 -1.290
F: 0.735 0.198 -2.292
S: 0.453 -1.027 0.246
H: -2.987 -1.042 1.506

Output
relative energy (zero: lowest compared OMol25 entry of this formula, charge and spin) = 620.02 kJ/mol
charge = -1
total energy = -25621.366 eV
HOMO level = -4.61 eV

=====

(2)
Density functional theory data (ωB97M-V with the def2-TZVPD basis set) for a molecular structure, C23H19AuF9N2OSe3.

Atoms and positions in Å:
Au: 0.067 -0.385 0.433
Se: -2.231 -2.575 1.592
Se: -0.221 -2.457 2.706
C: -0.117 -0.622 3.342
C: -0.197 -0.367 4.700
C: -0.010 0.936 5.140
C: 0.253 1.931 4.213
C: 0.310 1.595 2.872
N: 0.128 0.344 2.448
C: -1.709 -2.772 -0.271
C: -2.245 -3.830 -0.989
C: -1.916 -3.952 -2.331
C: -1.068 -3.023 -2.911
C: -0.579 -1.992 -2.129
N: -0.903 -1.874 -0.838
H: -0.403 -1.172 5.390
H: -0.073 1.171 6.194
H: 0.408 2.956 4.518
H: 0.520 2.333 2.109
H: -2.898 -4.539 -0.501
H: -2.305 -4.777 -2.913
H: -0.776 -3.089 -3.950
H: 0.091 -1.233 -2.513
F: 2.250 0.739 -3.803
C: 3.078 1.049 -2.798
F: 2.986 2.377 -2.600
F: 4.327 0.777 -3.189
C: 2.655 0.282 -1.504
O: 1.303 0.356 -1.398
C: 3.387 0.935 -0.285
F: 4.685 1.155 -0.494
F: 3.280 0.161 0.815
F: 2.817 2.121 0.029
C: 3.126 -1.203 -1.637
F: 4.449 -1.349 -1.538
F: 2.562 -1.966 -0.679
F: 2.730 -1.707 -2.815
C: -4.053 6.770 -2.932
C: -3.196 5.649 -2.441
C: -2.538 5.732 -1.209
C: -1.706 4.730 -0.764
C: -1.022 4.832 0.571
C: -1.519 3.592 -1.595
Se: -0.243 2.327 -1.084
C: -2.208 3.466 -2.825
C: -2.049 2.259 -3.706
C: -3.032 4.500 -3.218
H: -4.121 7.576 -2.205
H: -5.060 6.416 -3.160
H: -3.640 7.175 -3.858
H: -2.684 6.610 -0.591
H: -1.269 5.768 1.065
H: 0.064 4.780 0.458
H: -1.337 4.010 1.219
H: -1.532 1.444 -3.198
H: -1.476 2.511 -4.600
H: -3.024 1.898 -4.031
H: -3.561 4.425 -4.162

Output
charge = +1
total energy = -253369.008 eV
multiplicity = 3
HOMO level (alpha / beta) = -11.17 / -11.05 eV

=====

(3)
Density functional theory data (ωB97M-V with the def2-TZVPD basis set) for a molecular structure, C2H2B2F10NO11S2V in a non-equilibrium geometry.

Atoms and positions in Å:
O: 1.926 0.200 -0.965
V: 0.420 -0.034 -0.257
B: 1.721 -2.616 1.012
F: 2.237 -3.795 0.569
F: 0.552 -2.211 0.377
F: 1.471 -2.611 2.365
F: 2.699 -1.665 0.924
B: 0.271 3.149 -0.169
F: -0.122 1.991 -0.617
F: 1.643 3.071 -0.109
F: -0.042 3.996 -1.207
F: -0.146 3.337 1.100
N: -0.470 -0.617 -1.990
S: -1.967 -0.165 -2.837
O: -2.982 -1.173 -3.061
O: -1.963 0.908 -3.786
F: -2.519 0.589 -1.510
S: -0.158 -1.583 -3.177
O: 0.420 -0.929 -4.324
O: -0.828 -2.852 -3.234
F: 1.185 -2.050 -2.406
O: 2.455 0.443 3.601
C: 1.464 1.011 2.871
O: 0.858 1.919 3.389
O: 1.195 0.653 1.745
H: 2.187 0.954 4.368
O: -1.487 -0.335 0.930
C: -2.380 0.303 1.708
O: -1.998 1.271 2.320
O: -3.494 -0.149 1.628
H: -2.146 -1.007 0.743

Output
charge = -3
total energy = -102015.326 eV
multiplicity = 2
HOMO level (alpha / beta) = 0.26 / 0.26 eV

=====

(4)
Density functional theory data (ωB97M-V with the def2-TZVPD basis set) for a molecular structure, C15H25INO4P2PtS in a non-equilibrium geometry.

Atoms and positions in Å:
C: 0.824 -0.825 -4.446
I: -0.622 -0.289 -5.697
H: -0.443 -0.522 -3.879
H: 1.053 -1.714 -3.699
H: 1.378 0.070 -3.881
Pt: 1.227 0.208 0.240
P: -0.247 -2.157 -1.449
C: 0.341 -3.497 -0.284
C: -2.046 -2.441 -1.129
H: -2.293 -3.495 -1.312
H: -1.009 -4.220 -2.796
H: -2.635 -1.853 -1.838
H: -0.542 -2.820 -3.781
H: 0.293 -3.179 0.762
H: -2.364 -2.148 -0.124
C: -0.297 -3.383 -2.877
H: -0.212 -4.444 -0.387
H: 0.700 -3.801 -3.055
H: 1.390 -3.711 -0.509
P: 1.035 1.703 -1.513
C: 2.474 2.600 -0.659
C: 1.450 2.119 -3.277
H: -1.131 2.566 -1.742
H: 0.078 3.758 -2.222
H: -0.268 3.457 -0.478
C: -0.215 3.055 -1.467
H: 0.731 1.645 -3.936
H: 1.360 3.191 -3.449
H: 2.492 3.662 -0.913
H: 3.313 2.029 -1.074
H: 2.453 1.802 -3.529
H: 2.339 2.386 0.413
C: 2.653 -0.785 1.004
O: 3.652 -1.374 1.251
O: -0.090 2.803 1.452
C: -0.280 1.774 2.108
N: 0.246 0.512 1.871
S: 0.468 -0.828 3.030
O: -0.149 -2.051 2.550
O: 1.811 -0.806 3.567
C: -0.663 0.147 3.929
C: -1.324 -0.263 5.036
C: -2.277 0.622 5.521
C: -2.551 1.863 5.002
C: -1.857 2.310 3.862
C: -0.945 1.429 3.372
H: -1.146 -1.234 5.410
H: -2.894 0.308 6.316
H: -3.303 2.539 5.382
H: -1.957 3.279 3.323

Output
relative energy (zero: lowest compared OMol25 entry of this formula, charge and spin) = 455.74 kJ/mol
charge = +3
total energy = -66361.152 eV
multiplicity = 5
HOMO level (alpha / beta) = -18.13 / -18.21 eV

=====

- Look up the total energy of the fourth one.
  -66361.152 eV

=====

- Among the records above, which one has the highest charge?
  C15H25INO4P2PtS

=====

- Look up the total energy of the third one.
  -102015.326 eV

=====

- Among the records above, which one has the highest total energy?
  CHF3NO2S